# 1
Here is a structure of composition C44H39IN7O2SeSiTl from OMol25. Energies are from ωB97M-V with the def2-TZVPD basis set.

HOMO energy (alpha / beta)	-7.9 / -7.4	eV
HOMO-LUMO gap (alpha / beta)	0.2285 / 0.1398	Ha
ΔE to the lowest compared entry with this formula, charge and spin	157.4	kJ/mol
LUMO (alpha / beta)	-1.65 / -3.57	eV

Last column: Löwdin charge in e.
Positions of all 96 atoms, in Å:
Tl -0.61 0.10 0.12  0.8017
I -3.63 4.79 5.45  0.1379
Se -0.16 3.26 2.13  1.0139
Si 2.24 -0.74 2.48  0.4036
O 1.26 -0.64 1.24  -0.4990
O -1.99 3.52 -0.03  -0.0468
N 0.42 -2.19 -1.11  0.1303
N 0.47 3.08 -1.24  0.0171
N 1.16 1.92 -1.10  0.0247
N -0.53 -0.39 -2.86  0.0742
N -1.24 -2.56 1.00  0.0717
N 0.28 3.01 5.08  0.1054
N -4.01 3.51 0.97  0.1890
C 2.54 3.61 -1.62  0.0120
C -0.29 -3.49 0.76  -0.1524
C 0.87 0.35 -5.15  -0.0127
C 2.56 -2.24 -2.31  -0.0140
C 3.50 -4.64 3.38  -0.1019
C 3.52 1.23 -1.20  -0.0219
C 3.18 -2.38 2.52  -0.2090
C 4.75 0.47 3.31  -0.0963
C 0.70 -0.91 -3.10  -0.1670
C 4.22 2.90 2.08  -0.0906
C 0.15 3.10 3.94  -0.6048
C 2.42 2.23 -1.33  -0.3496
C 1.45 -0.56 -4.24  -0.1538
C 4.61 -4.81 2.56  -0.1043
C -0.06 -0.40 4.12  -0.1187
C -0.12 -4.62 1.59  -0.1533
C 3.33 1.84 1.96  -0.1224
C 3.30 -1.88 -3.45  -0.0699
C 1.94 -0.66 5.38  -0.0887
C 5.39 2.74 2.81  -0.0974
C -2.07 2.93 2.29  -0.3956
C 0.82 -5.62 1.24  -0.0230
C 1.49 -5.55 0.06  -0.0588
C 0.55 -3.33 -0.42  -0.1939
C -2.67 3.35 0.97  -0.6186
C 1.24 -1.85 -2.15  -0.2058
C 2.76 -1.09 -4.42  -0.0323
C 2.80 -3.44 3.35  -0.0959
C -0.36 0.87 -4.89  -0.0480
C -2.02 -2.72 2.04  -0.1382
C -0.80 -0.30 5.29  -0.1057
C 5.65 1.52 3.43  -0.0909
C -0.17 -0.38 6.52  -0.1035
C 1.21 -0.56 6.56  -0.0887
C 4.30 -2.58 1.70  -0.1020
C 0.74 5.51 -1.70  -0.0183
C 5.01 -3.78 1.71  -0.0955
C -0.95 -4.73 2.72  -0.0084
C 3.56 0.61 2.58  -0.2051
C 1.27 4.12 -1.55  -0.3097
C -1.02 0.48 -3.71  -0.1358
C -1.91 -3.79 2.95  -0.0414
C 1.34 -4.44 -0.78  0.0088
C 1.32 -0.59 4.13  -0.2100
H 4.98 -0.48 3.78  0.0987
H -4.55 3.42 1.81  0.1058
H -0.74 -0.30 7.43  0.0965
H -1.88 -0.15 5.25  0.0955
H 3.06 -2.78 -1.52  0.1099
H -0.05 5.55 -2.45  0.0805
H 1.94 -3.31 4.00  0.0988
H 0.94 -6.47 1.90  0.1168
H -0.52 3.10 -1.05  0.0809
H 3.19 -5.43 4.04  0.0985
H 3.32 -0.81 -5.30  0.1133
H 3.45 4.16 -1.84  0.1083
H 6.09 3.56 2.91  0.0963
H 6.56 1.39 4.00  0.0974
H -2.56 -3.84 3.81  0.1060
H 3.01 -0.78 5.44  0.0996
H -0.82 -5.57 3.39  0.1195
H -2.46 3.49 3.14  -0.0406
H 4.01 3.84 1.59  0.0998
H 5.17 -5.74 2.59  0.0958
H 1.42 0.62 -6.05  0.1170
H -2.23 1.86 2.45  0.0694
H 3.16 0.37 -0.63  0.0660
H 0.33 5.87 -0.75  0.0777
H 1.54 6.18 -2.00  0.0781
H 1.82 -4.45 -1.75  0.1051
H 2.15 -6.35 -0.25  0.1099
H -4.47 3.80 0.12  0.1206
H -1.98 0.90 -3.45  0.1105
H 1.72 -0.60 7.52  0.0984
H 4.63 -1.78 1.04  0.1024
H 4.33 -2.22 -3.54  0.1092
H -2.78 -1.96 2.19  0.1096
H 5.87 -3.91 1.07  0.0964
H -0.55 -0.32 3.15  0.0544
H 4.36 1.67 -0.66  0.0779
H 2.42 1.96 1.38  0.0546
H 3.87 0.91 -2.17  0.0722
H -0.83 1.57 -5.57  0.1024

=====

# 2
Here is a structure of composition C44H40AlBr2N5O3Si from OMol25. Energies are from ωB97M-V with the def2-TZVPD basis set.

HOMO energy	-7.6	eV
HOMO-LUMO gap	0.2730	Ha
LUMO	-0.17	eV

Last column: Löwdin charge in e.
Positions of all 96 atoms, in Å:
Br -3.30 -1.94 -2.41  0.8246
Br -7.20 1.26 -0.19  0.7722
Si 3.15 -1.38 0.51  0.6332
Al 0.35 -0.01 0.08  0.1864
O 6.90 3.53 0.32  -0.0728
O 0.09 0.26 1.83  -0.0151
O -1.27 -0.08 -0.66  -0.0174
N -2.05 2.30 0.49  0.1429
N 0.71 2.13 0.10  0.0782
N 0.56 -2.28 0.11  -0.1902
N 2.91 5.65 3.56  0.0670
N 1.80 5.16 3.84  0.0746
C 1.96 -2.78 0.07  -0.2043
C -2.38 3.40 1.10  -0.1059
C -3.00 1.47 0.01  -0.1196
C 3.47 -2.23 4.56  -0.0811
C 0.33 1.76 3.66  0.0068
C 0.39 1.44 2.33  -0.2993
C -4.71 2.98 0.86  -0.0370
C 3.42 -0.98 5.16  -0.0798
C 1.09 2.99 -0.80  -0.0871
C -4.38 1.79 0.17  -0.1839
C 4.14 3.62 2.73  -0.0168
C -5.34 0.93 -0.40  -0.6285
C 6.43 -2.18 -1.92  -0.0889
C 1.30 3.96 3.26  -0.2526
C 3.25 -1.20 2.38  -0.2455
C -4.94 -0.14 -1.12  -0.2015
C 5.15 3.10 1.94  0.0036
C 3.22 0.04 3.00  -0.0941
C -0.13 -2.70 1.38  -0.1404
C -0.16 -2.83 -1.05  -0.2300
C -0.61 -4.94 0.28  -0.1765
C -3.72 3.79 1.33  -0.0379
C -3.57 -0.46 -1.26  -0.5619
C 7.52 -1.97 -1.08  -0.0930
C 1.62 4.65 0.85  0.0086
C 7.15 2.14 0.25  -0.0765
C 3.30 0.16 4.38  -0.0777
C 6.00 -1.54 0.74  -0.0990
C 5.92 3.95 1.15  -0.2775
C 5.71 5.32 1.21  0.0041
C 7.30 -1.65 0.25  -0.0954
C 3.39 -2.34 3.18  -0.1005
C 4.72 5.83 2.02  -0.0277
C 5.14 -2.07 -1.42  -0.0998
C 0.77 3.02 4.11  -0.0179
C -1.14 -3.84 1.20  -0.1676
C 0.80 2.47 1.41  -0.1562
C 4.90 -1.74 -0.09  -0.2279
C -0.19 -4.36 -1.09  -0.1621
C 3.89 4.99 2.76  -0.2899
C -2.55 0.27 -0.66  -0.2756
C 2.32 -0.05 -0.46  -0.1983
C 1.55 4.28 -0.47  -0.0164
C 1.26 3.72 1.85  -0.1131
H 5.85 -1.29 1.79  0.0965
H -5.75 3.23 1.00  0.0748
H 3.59 -3.12 5.17  0.1020
H -1.57 4.03 1.44  0.1106
H 1.02 2.68 -1.84  0.1308
H 0.79 -4.75 -1.37  0.1002
H -0.65 -1.85 1.81  0.1035
H 0.64 -2.99 2.10  0.1193
H 4.30 -2.25 -2.10  0.0968
H -0.88 -4.66 -1.87  0.1098
H 3.48 -0.89 6.24  0.1024
H -5.67 -0.77 -1.60  0.0835
H -0.02 1.02 4.37  0.1248
H -1.17 -2.46 -1.00  0.0190
H -2.07 -3.44 0.79  0.1139
H 1.95 5.64 1.12  0.1161
H -3.94 4.71 1.85  0.1067
H 3.26 1.14 4.85  0.0993
H 3.55 2.95 3.35  0.0953
H 6.59 -2.43 -2.96  0.1013
H 6.35 5.97 0.62  0.1207
H 3.12 0.94 2.39  0.0864
H -1.37 -4.25 2.18  0.1171
H 0.25 -5.42 0.76  0.1062
H 5.31 2.03 1.95  0.0961
H 2.46 -0.33 -1.52  0.0332
H 6.28 1.59 -0.13  0.0911
H 3.45 -3.32 2.72  0.1046
H 2.06 -3.71 0.64  0.0937
H 0.28 -2.43 -1.96  0.1339
H 2.21 -3.03 -0.97  0.0868
H 2.82 0.91 -0.34  0.0186
H 7.97 2.02 -0.45  0.0947
H -1.37 -5.70 0.15  0.1063
H 4.55 6.90 2.08  0.1156
H 8.14 -1.48 0.91  0.1024
H 0.77 3.24 5.17  0.1179
H 8.53 -2.05 -1.46  0.1007
H 7.44 1.74 1.22  0.0955
H 1.83 4.97 -1.25  0.1095

=====

# 3
Here is a structure of composition C44H40As2Cl2N6O12Tl from OMol25. Energies are from ωB97M-V with the def2-TZVPD basis set.

HOMO energy	-4.9	eV
HOMO-LUMO gap	0.2264	Ha
ΔE to the lowest compared entry with this formula, charge and spin	0.0	kJ/mol
net charge	-1
LUMO	1.28	eV

Last column: Löwdin charge in e.
Positions of all 107 atoms, in Å:
Tl -0.09 -0.06 0.33  0.9630
As 2.74 -0.87 2.62  1.3056
As 2.00 2.60 3.86  1.3330
Cl -7.95 0.30 1.95  0.6433
Cl -7.82 2.69 -0.17  0.6216
O -0.95 2.59 -0.89  -0.0193
O 1.26 -1.63 -1.15  -0.2282
O 2.52 1.09 -0.73  0.0473
O 4.12 3.07 0.44  -0.0357
O -3.45 -1.87 2.71  0.0022
O -1.15 1.18 5.41  -0.0119
O -3.46 2.95 -3.57  0.1245
O 0.07 -1.36 5.65  -0.0458
O 1.63 -2.58 4.60  0.0580
O 3.05 4.41 1.87  0.0666
O 4.18 -0.22 0.01  -0.0513
O 0.67 1.82 6.45  0.0873
N -2.93 1.52 -0.99  0.0473
N -2.85 -3.55 -0.25  0.1349
N 0.80 0.75 -3.56  0.0628
N -1.24 -0.99 -2.18  0.0641
N -3.17 -0.90 0.62  0.0970
N -0.33 -1.74 -2.82  0.0490
C 2.40 -3.73 -5.28  -0.0925
C -2.51 -3.18 0.99  -0.2127
C 1.44 -0.32 4.00  -0.3186
C -4.17 -0.01 0.56  -0.2179
C -1.78 0.62 4.26  -0.0267
C -1.47 -5.49 0.00  -0.0765
C -4.13 1.12 -0.30  -0.1774
C -2.68 1.01 -2.35  -0.0856
C 0.40 3.47 3.10  -0.2647
C -5.40 -0.20 1.24  -0.0347
C -6.45 1.66 0.14  -0.6997
C 3.28 3.30 1.45  -0.5191
C -1.68 -3.94 1.80  -0.0176
C 1.67 1.43 -4.35  -0.1281
C 0.17 2.81 -5.89  -0.1271
C -2.10 2.44 -0.46  -0.5165
C 0.78 -2.08 -2.26  -0.5131
C -1.01 2.84 -5.26  -0.0667
C 4.45 -0.60 -1.35  -0.0083
C -1.44 0.18 -2.65  -0.1984
C -0.43 -2.55 6.28  -0.0045
C -6.50 0.61 1.05  -0.6830
C 1.07 0.92 4.33  -0.3069
C 1.43 2.26 -5.39  -0.1098
C 3.49 -4.37 -4.69  -0.1107
C 2.73 -3.63 -2.53  -0.0478
C -2.63 3.30 0.66  0.0348
C 2.76 2.08 2.13  -0.3039
C -2.34 -4.68 -0.72  -0.1419
C 2.85 0.85 1.62  -0.3436
C 1.03 -1.54 4.76  -0.5393
C -3.11 -1.89 1.52  -0.5081
C -1.16 2.25 -3.90  -0.1814
C 4.68 4.22 -0.19  -0.0208
C 1.67 -2.95 -3.11  -0.1390
C -2.55 2.20 -3.33  -0.2893
C -5.26 1.90 -0.52  -0.0614
C -1.13 -5.10 1.29  -0.0735
C 4.29 -0.42 3.76  -0.2722
C 3.64 -4.33 -3.31  -0.0970
C 3.17 0.62 0.17  -0.6129
C 0.17 1.29 5.49  -0.5883
C -0.63 0.80 -3.78  -0.1820
C 1.50 -3.02 -4.49  -0.0312
H 1.13 0.45 -2.66  0.0967
H -1.49 -3.62 2.82  0.1005
H 4.38 -1.18 4.54  0.0258
H 2.70 1.21 -4.10  0.1125
H -3.58 0.44 -2.59  0.1761
H 0.23 3.28 -6.87  0.0907
H 4.48 -4.83 -2.85  0.0950
H 5.20 -0.41 3.16  0.0249
H 0.05 2.92 2.23  0.0159
H -1.82 3.90 1.05  0.0738
H 5.28 -1.29 -1.31  0.0964
H -0.38 3.50 3.86  0.0368
H -0.59 2.83 -3.17  0.1643
H -5.47 -1.02 1.94  0.1003
H 3.56 -1.07 -1.76  0.0703
H -2.64 -4.95 -1.73  0.1021
H 2.84 -3.60 -1.45  0.1134
H 4.14 0.56 4.22  0.0098
H -1.89 3.26 -5.73  0.1032
H -1.16 -2.21 7.01  0.0997
H -3.41 3.95 0.26  0.0959
H 5.11 4.89 0.56  0.0931
H -5.19 2.73 -1.21  0.1179
H -0.84 0.27 -4.71  0.1705
H -3.07 2.69 1.45  0.0899
H -1.76 -0.46 4.28  0.0799
H -0.90 -3.18 5.53  0.0965
H 4.21 -4.89 -5.31  0.0924
H 5.44 3.86 -0.86  0.0939
H 2.27 -3.76 -6.35  0.0958
H -1.06 -6.39 -0.44  0.0950
H 2.31 2.57 -5.95  0.0769
H 4.71 0.28 -1.94  0.0958
H 0.66 4.48 2.81  0.0256
H -1.31 0.96 3.33  0.0643
H 0.38 -3.09 6.76  0.0943
H -0.47 -5.70 1.90  0.1019
H -2.81 0.96 4.29  0.1055
H 0.66 -2.50 -4.94  0.1034
H 3.91 4.76 -0.74  0.1036

=====

# 4
Here is a structure of composition C44H40F4N6OPSSc from OMol25. Energies are from ωB97M-V with the def2-TZVPD basis set.

HOMO energy	-5.8	eV
HOMO-LUMO gap	0.1773	Ha
ΔE to the lowest compared entry with this formula, charge and spin	297.8	kJ/mol
LUMO	-0.99	eV

Last column: Löwdin charge in e.
Positions of all 98 atoms, in Å:
Sc 1.20 0.60 -1.09  0.6967
S -1.02 0.19 0.13  0.7648
P 0.30 1.34 1.72  0.8289
F 5.90 1.41 -2.74  0.0650
F 4.51 -2.40 0.94  0.0894
F 2.55 -0.67 -0.02  -0.0239
F 7.71 -0.27 -1.77  0.0910
O 0.50 2.33 -0.98  -0.2201
N 3.11 1.22 -1.65  -0.0466
N -1.79 -1.69 -2.32  0.0787
N -2.36 -1.88 -1.19  0.0183
N -3.14 -1.49 0.79  0.0592
N 1.14 0.79 -3.31  -0.2588
N -3.37 -0.91 1.93  0.0464
C 1.11 -0.14 2.42  -0.3270
C -0.50 1.23 -5.19  -0.0671
C -1.78 -2.43 -4.60  -0.0266
C 2.05 1.85 -3.77  -0.1296
C 2.67 4.17 0.79  -0.0343
C 1.32 -1.61 -2.60  -0.0580
C 4.85 -1.44 0.07  -0.2220
C -4.97 -0.58 3.72  -0.0193
C -3.20 -4.22 -5.34  -0.0872
C -2.27 -2.56 -3.29  -0.2611
C -4.52 -1.28 2.61  -0.2288
C 6.45 -0.36 -1.31  -0.2178
C -1.13 1.30 4.14  -0.0790
C -1.06 1.78 2.83  -0.3420
C -2.09 1.81 4.99  -0.0895
C 3.38 4.64 1.88  -0.1020
C -6.38 -2.79 2.80  -0.0864
C 0.82 2.39 0.24  -0.5500
C -6.12 -1.00 4.37  -0.0888
C -2.86 3.30 3.26  -0.0719
C 1.75 3.16 1.03  -0.2248
C -3.69 -4.36 -4.05  -0.0825
C -6.82 -2.11 3.92  -0.1005
C -0.26 1.04 -3.69  -0.2291
C 3.90 -0.56 -0.40  -0.0954
C -3.24 -3.54 -3.04  -0.0183
C -2.25 -1.20 -0.08  -0.6247
C 6.16 -1.34 -0.37  0.0516
C 0.37 -1.27 2.76  -0.1099
C 1.53 2.65 2.33  -0.2330
C -5.24 -2.38 2.14  -0.0278
C 2.48 -0.10 2.68  -0.0812
C 5.51 0.52 -1.79  -0.1193
C 3.10 -1.19 3.26  -0.0792
C 4.15 0.48 -1.35  -0.1753
C 1.59 -0.56 -3.69  -0.1902
C 3.07 2.24 -2.66  -0.1570
C 2.22 3.14 3.40  -0.0837
C -1.92 2.78 2.40  -0.0804
C 3.16 4.16 3.16  -0.1112
C 2.37 -2.32 3.58  -0.0748
C 1.00 -2.35 3.34  -0.0691
C -2.96 2.81 4.56  -0.0968
C -2.24 -3.25 -5.60  -0.0828
H -2.83 -0.09 2.24  0.1218
H 1.47 2.74 -4.01  0.1237
H 3.06 0.78 2.42  0.1165
H -0.59 1.95 -3.17  0.1219
H 2.66 -0.53 -3.89  0.1283
H -4.43 -5.11 -3.84  0.1032
H -7.71 -2.44 4.44  0.0975
H -6.93 -3.64 2.43  0.1023
H 2.08 2.76 4.41  0.1040
H -3.51 4.10 2.94  0.1050
H -4.43 0.30 4.06  0.0942
H 2.58 1.53 -4.67  0.1276
H 2.86 -3.18 4.02  0.1051
H -3.62 -3.64 -2.03  0.1009
H -0.12 2.20 -5.53  0.0709
H 2.25 -1.89 -2.10  0.0788
H -0.70 -1.28 2.59  0.0831
H 4.04 2.47 -3.11  0.1135
H -0.45 0.54 4.48  0.1045
H 0.60 -1.23 -1.85  0.0184
H -1.57 1.19 -5.39  0.0822
H -1.86 -3.14 -6.61  0.1030
H -0.86 0.21 -3.31  0.0864
H -6.48 -0.45 5.23  0.1014
H 4.12 5.41 1.73  0.0974
H 2.71 3.16 -2.17  0.1028
H -3.70 3.21 5.23  0.1026
H -0.02 0.46 -5.79  0.0655
H 4.16 -1.15 3.47  0.1105
H -4.89 -2.88 1.25  0.0983
H 0.43 -3.22 3.62  0.1053
H -1.02 -1.69 -4.80  0.0816
H -2.16 1.46 6.01  0.1060
H -3.56 -4.87 -6.12  0.1016
H 6.93 -2.00 -0.01  0.1278
H 0.89 -2.51 -3.02  0.0927
H -1.82 3.15 1.38  0.1150
H 1.08 -0.86 -4.62  0.1055
H 3.73 4.55 3.99  0.0890
H 2.85 4.54 -0.21  0.0984

=====

# 5
Here is a structure of composition C44H41AuN5OS3 from OMol25. Energies are from ωB97M-V with the def2-TZVPD basis set.

HOMO energy (alpha / beta)	-16.0 / -16.2	eV
HOMO-LUMO gap (alpha / beta)	0.3219 / 0.2249	Ha
multiplicity	3
net charge	+3
LUMO (alpha / beta)	-7.28 / -10.11	eV

Last column: Mulliken spin population.
Positions of all 95 atoms, in Å:
Au -2.37 -1.24 -0.20  0.5929
S -0.51 1.31 -1.59  0.0119
S 0.64 -1.37 1.21  0.0132
S 1.56 1.20 0.37  -0.0047
O -2.95 -3.46 -1.01  0.0571
N 0.20 1.74 -0.24  -0.0213
N -0.46 -1.79 0.33  0.1238
N -4.44 -0.85 -0.12  0.0575
N -1.70 0.30 -1.50  0.9244
N 1.75 -0.32 0.57  -0.0027
C -4.86 0.25 0.52  0.0091
C -7.14 -0.31 0.13  0.0012
C -2.80 -5.51 -2.14  0.0089
C -1.35 -4.92 -0.07  0.0048
C 1.66 -1.23 -3.80  -0.0037
C -2.40 -4.55 -1.07  -0.0058
C -0.67 4.03 -1.80  -0.0077
C -5.35 -1.68 -0.64  -0.0022
C 0.66 3.48 3.56  -0.0002
C -0.34 0.33 5.29  0.0008
C 0.53 2.80 2.36  0.0005
C 1.29 -0.45 3.70  -0.0006
C -2.26 5.11 -3.24  0.0045
C 3.42 -4.27 0.90  -0.0013
C 2.97 2.81 3.73  0.0000
C 2.94 1.73 -0.61  0.0022
C 2.86 2.12 2.53  0.0000
C -2.79 3.88 -3.61  -0.0036
C -1.36 0.07 4.39  0.0051
C 5.01 2.67 -2.13  -0.0001
C -6.20 0.55 0.67  0.0054
C 2.06 -4.75 2.83  -0.0012
C 3.08 3.11 -0.79  0.0002
C 0.26 -0.69 2.80  -0.0005
C -2.27 2.71 -3.09  0.0146
C 4.86 1.31 -1.94  -0.0001
C -1.22 2.81 -2.18  0.1085
C -1.07 -0.45 3.14  -0.0026
C 3.10 -5.09 1.98  0.0040
C 0.57 0.65 -2.81  0.0472
C -1.20 5.18 -2.34  0.0053
C 2.71 -3.10 0.68  0.0027
C 4.12 3.57 -1.56  0.0001
C 1.10 1.51 -3.76  0.0004
C 2.22 -0.38 -4.74  0.0085
C 1.33 -3.58 2.62  0.0031
C 1.87 3.49 4.24  -0.0001
C 1.64 2.14 1.86  0.0010
C 0.98 0.06 4.95  -0.0001
C 1.69 -2.76 1.55  0.0139
C -6.71 -1.44 -0.53  0.0017
C 3.81 0.82 -1.17  -0.0018
C 1.94 0.98 -4.73  0.0040
C 0.83 -0.72 -2.81  0.0194
H -4.09 0.90 0.92  0.0034
H -1.86 -0.70 2.44  0.0069
H -2.51 -5.09 -3.10  -0.0004
H -1.76 -4.78 0.93  -0.0012
H 1.96 4.03 5.17  0.0000
H 2.86 -0.78 -5.51  0.0003
H -2.67 6.02 -3.66  0.0001
H 0.14 4.07 -1.09  0.0010
H -2.35 -6.49 -2.03  0.0008
H 5.84 3.04 -2.72  0.0000
H 0.52 -3.32 3.28  -0.0004
H 0.85 2.56 -3.77  0.0012
H 4.23 -4.55 0.24  0.0002
H 3.91 2.82 4.26  0.0000
H 2.31 -0.67 3.44  0.0004
H 0.38 -1.37 -2.07  -0.0023
H -3.89 -5.59 -2.15  -0.0001
H -0.57 0.72 6.27  0.0001
H 3.69 -0.23 -1.00  -0.0011
H -7.40 -2.14 -0.97  0.0005
H 1.81 -5.39 3.66  0.0000
H -1.02 -5.95 -0.19  -0.0003
H -2.67 1.75 -3.38  -0.0029
H 2.41 3.80 -0.30  0.0000
H -6.49 1.45 1.20  0.0002
H 1.86 -2.29 -3.84  -0.0001
H -4.96 -2.55 -1.15  -0.0003
H 4.26 4.63 -1.70  0.0000
H 2.96 -2.46 -0.15  0.0004
H -0.79 6.14 -2.07  0.0003
H -0.51 -4.24 -0.16  -0.0041
H -0.19 4.01 3.97  0.0000
H -2.39 0.25 4.67  0.0002
H 1.77 0.24 5.66  0.0000
H 3.72 1.59 2.12  0.0001
H -0.41 2.79 1.82  -0.0006
H -8.20 -0.10 0.23  0.0002
H -3.62 3.84 -4.31  0.0002
H 3.66 -5.99 2.15  0.0001
H 2.37 1.63 -5.48  -0.0001
H 5.57 0.62 -2.38  0.0000

=====

Number 1: strongest force on any atom 0.4 eV Å⁻¹. Number 2: strongest force on any atom 0.6 eV Å⁻¹. Number 3: strongest force on any atom 1.0 eV Å⁻¹. Number 4: strongest force on any atom 4.6 eV Å⁻¹. Number 5: strongest force on any atom 0.6 eV Å⁻¹.